Below is a molecular structure, CH3ClO2S, with properties calculated with ωB97M-V/def2-TZVPD.

Geometry as XYZ:
```
8
Properties=species:S:1:pos:R:3
Cl -2.5528 -1.4190 -1.9021
S -1.2987 0.7787 -1.3292
O -2.2781 1.5730 -0.6535
O -0.6766 1.2466 -2.5372
C -0.0828 0.0855 -0.0393
H -0.3237 -0.9623 0.1620
H 1.0010 0.1420 -0.1641
H -0.4008 0.5573 0.9191
```

Calculated values
HOMO-LUMO gap in eV: 8.58
Highest occupied orbital energy in eV: -10.88

The net atomic charges from Mulliken, expressed in e, are:
1 Cl -0.313
2 S 0.936
3 O -0.433
4 O -0.432
5 C -0.699
6 H 0.308
7 H 0.326
8 H 0.308

Below is a molecular structure, C7H13NO, with properties calculated with ωB97M-V/def2-TZVPD.

Geometry as XYZ:
```
22
Properties=species:S:1:pos:R:3
O -0.6974 1.4067 1.8546
N 0.7058 1.3457 -0.8468
C 0.4343 0.1478 -0.2155
C -2.0909 0.7765 -0.4687
C -0.5422 0.0937 1.5185
C -1.4484 -1.6213 -0.1075
C 2.8408 -0.5334 -0.3046
C 1.4093 -0.7354 0.0978
C -1.0698 -0.1696 0.1504
H 0.0192 2.0688 -0.6972
H -2.0584 0.7204 -1.5541
H 1.1656 -1.6412 0.6219
H -3.0853 0.4838 -0.1363
H 2.9246 -0.3623 -1.3786
H -0.2722 1.5509 2.7090
H -1.3841 -1.8472 -1.1713
H 1.6538 1.6763 -0.7458
H -1.9409 1.8047 -0.1498
H -2.4718 -1.7889 0.2239
H 3.2808 0.3315 0.1981
H -0.8127 -2.3022 0.4485
H 3.4400 -1.4053 -0.0464
```

Calculated values
HOMO-LUMO gap in eV: 8.34
Highest occupied orbital energy in eV: -7.54

The net atomic charges from Mulliken, expressed in e, are:
1 O -0.304
2 N -0.491
3 C 0.133
4 C -1.685
5 C -1.209
6 C -1.600
7 C -1.508
8 C -0.173
9 C 2.240
10 H 0.244
11 H 0.353
12 H 0.348
13 H 0.417
14 H 0.371
15 H 0.418
16 H 0.322
17 H 0.218
18 H 0.418
19 H 0.456
20 H 0.351
21 H 0.350
22 H 0.332

Below is a molecular structure, C20H23B2F9MoN3O8, with properties calculated with ωB97M-V/def2-TZVPD.

Geometry as XYZ:
```
66
Properties=species:S:1:pos:R:3
Mo -0.7575 3.9111 0.3466
F -0.7642 5.8320 0.2319
F 1.5384 7.2084 -0.2160
F -0.2370 3.5305 -1.5786
F 0.4939 6.4655 -2.1055
F -1.3554 1.5294 -2.0368
F 0.9294 1.5333 -1.8871
F -0.3662 8.2325 -0.9375
F -0.0892 2.5301 -3.6804
F -2.2987 -2.6260 -0.1494
O -2.7727 5.7903 2.2494
O 3.3041 3.4328 1.2145
O -2.6154 3.6875 -0.2027
O -4.7771 3.8723 -0.6737
O -1.1897 4.2430 2.4359
O -3.3059 2.4272 2.1930
O 1.1541 3.9465 0.9413
O -0.5661 1.8722 0.6454
N 2.7172 -0.5490 0.7352
N 0.6000 -6.2305 -1.9849
N -0.0732 -4.3252 -0.4757
C 0.3436 -0.2601 0.5441
C -2.3850 4.5837 2.5209
C 4.3969 -1.5290 -0.8089
C 1.7872 1.6553 0.9438
C 0.0467 -2.9758 -0.0823
C -0.8878 -6.1634 -1.8236
C -1.2369 -4.7984 -1.2093
C -3.8869 3.4057 -0.0211
C 2.8305 0.7734 0.9387
C 1.2857 -6.3133 -0.6451
C 0.5377 -5.3753 0.3161
C 2.1504 3.1119 1.0561
C -3.4484 3.6068 2.9475
C -0.9245 -0.7922 0.2981
C 0.4799 1.1671 0.7296
C 3.9452 -1.3466 0.6323
C 1.4670 -1.0982 0.5047
C 1.3026 -2.4488 0.1779
C -4.1717 2.3695 1.0697
C -1.0592 -2.1203 0.0210
B 0.5305 7.2722 -1.0628
B -0.1901 2.1669 -2.3908
H -0.2170 -5.9326 0.8843
H 1.2318 -4.9581 1.0401
H 2.3193 -6.0098 -0.7993
H -4.0505 1.3810 0.6268
H -3.2476 3.3707 3.9963
H 1.2601 -7.3527 -0.3234
H -2.0285 6.3203 1.8874
H -4.4392 4.0582 2.8708
H 5.3023 -2.1342 -0.8431
H 4.7079 -0.8173 1.1994
H -1.7854 -0.1404 0.3303
H -2.1291 -4.9221 -0.5896
H -1.1641 -6.9953 -1.1783
H 3.6311 -2.0114 -1.4166
H 4.6166 -0.5626 -1.2614
H 3.7817 -2.2949 1.1446
H -1.3576 -6.3039 -2.7938
H 0.8719 -7.0167 -2.5749
H -5.2130 2.4863 1.3762
H 0.9059 -5.3704 -2.4453
H -1.4748 -4.0821 -1.9954
H 3.8287 1.1691 1.0778
H 2.1674 -3.0861 0.0656
```

Calculated values
Net charge: +1
<S²>: 2.010
HOMO-LUMO gap (spin up / spin down) in eV: 7.59 / 8.15
Spin multiplicity: 3
Highest occupied orbital energy (spin up / spin down) in eV: -11.11 / -11.68

The net atomic charges from Mulliken, expressed in e, are:
1 Mo 1.989
2 F -0.670
3 F -0.212
4 F -0.482
5 F -0.183
6 F -0.358
7 F -0.249
8 F -0.231
9 F -0.292
10 F -0.343
11 O -0.403
12 O -0.699
13 O -0.689
14 O -0.567
15 O -0.623
16 O -0.391
17 O -0.519
18 O -0.039
19 N 0.205
20 N -0.147
21 N 0.283
22 C 0.995
23 C 0.723
24 C -1.060
25 C -0.393
26 C -1.344
27 C -0.740
28 C -0.706
29 C 0.572
30 C 0.055
31 C -0.727
32 C -0.732
33 C -0.019
34 C -0.399
35 C -0.728
36 C 1.510
37 C -1.048
38 C 0.081
39 C -0.563
40 C -0.438
41 C 0.065
42 B 0.597
43 B 0.320
44 H 0.339
45 H 0.476
46 H 0.422
47 H 0.283
48 H 0.382
49 H 0.381
50 H 0.374
51 H 0.407
52 H 0.398
53 H 0.494
54 H 0.551
55 H 0.390
56 H 0.369
57 H 0.321
58 H 0.359
59 H 0.462
60 H 0.383
61 H 0.339
62 H 0.342
63 H 0.378
64 H 0.525
65 H 0.571
66 H 0.652

Below is a molecular structure, CBiF5LiO3P, with properties calculated with ωB97M-V/def2-TZVPD.

Geometry as XYZ:
```
12
Properties=species:S:1:pos:R:3
Bi 0.5756 0.0666 -2.2483
P -0.2200 -1.3276 0.6788
F -0.7624 -2.5736 -0.1181
F 0.8957 -1.1150 -0.5940
F 0.9899 -1.8607 1.5315
F -1.1438 -0.6749 -2.3203
F -1.2635 -1.6198 1.8491
O 0.5072 1.4277 -0.8102
O -0.3655 0.2504 0.9499
O 0.0048 2.4236 1.0790
C 0.0910 1.4246 0.3838
Li 0.6912 3.5785 -0.3813
```

Calculated values
Net charge: +2
HOMO-LUMO gap in eV: 10.87
Highest occupied orbital energy in eV: -21.28

The net atomic charges from Mulliken, expressed in e, are:
1 Bi 1.785
2 P 1.206
3 F -0.139
4 F -0.415
5 F -0.173
6 F -0.459
7 F -0.262
8 O -0.722
9 O -0.189
10 O -0.641
11 C 1.088
12 Li 0.920

Below is 8 unconnected molecules or ions with the total composition C3H22O7S, with properties calculated with ωB97M-V/def2-TZVPD.

Geometry as XYZ:
```
33
Properties=species:S:1:pos:R:3
S -0.8133 2.9466 -0.4041
O -0.3916 -2.1440 2.4763
O 3.4044 -0.9249 -0.9541
O -2.8028 0.3166 -1.1476
O -0.9068 -1.0767 -3.3113
O -2.5173 -1.6406 0.2710
O 1.8814 0.8231 -2.5660
O 0.6048 -1.9174 -1.1870
C 1.0260 0.7718 2.7431
C 0.2763 1.9574 1.9722
C 0.1151 1.6187 0.5365
H -2.1414 2.9600 -0.1697
H 1.0593 -0.1610 2.1656
H -0.2839 0.6108 0.3502
H 2.6241 -0.8639 -0.3873
H 0.6588 0.4136 3.6880
H 2.0187 1.1789 2.9184
H -1.5424 -1.6711 -2.8993
H 0.4480 -1.1684 -1.7822
H -1.9897 -1.7648 1.0660
H 1.2152 1.6927 0.2921
H -1.0627 -0.1872 -2.9733
H 3.1204 -1.4749 -1.6904
H -3.2445 -0.4952 -1.4121
H -3.3264 1.0632 -1.4693
H 0.3943 -2.3725 1.9576
H 1.7048 1.7039 -2.2307
H 0.9186 2.8281 2.0328
H 2.8048 0.6705 -2.3257
H -0.6914 1.9291 2.4441
H -3.3265 -1.1992 0.5828
H 0.7111 -2.6239 -1.8455
H 0.0546 -1.7995 3.2593
```

Calculated values
HOMO-LUMO gap in eV: 9.45
SMILES: CCCS.O.O.O.O.O.O.O
Highest occupied orbital energy in eV: -9.12

The net atomic charges from Mulliken, expressed in e, are:
1 S -0.256
2 O -0.658
3 O -0.679
4 O -0.486
5 O -0.671
6 O -0.589
7 O -0.592
8 O -0.593
9 C -0.849
10 C -0.412
11 C -0.286
12 H 0.090
13 H 0.005
14 H 0.085
15 H 0.335
16 H 0.404
17 H 0.300
18 H 0.314
19 H 0.366
20 H 0.242
21 H 0.225
22 H 0.321
23 H 0.321
24 H 0.315
25 H 0.233
26 H 0.308
27 H 0.278
28 H 0.316
29 H 0.338
30 H 0.371
31 H 0.330
32 H 0.249
33 H 0.325

Below is a molecular structure, C3H3O2Pb, with properties calculated with ωB97M-V/def2-TZVPD.

Geometry as XYZ:
```
9
Properties=species:S:1:pos:R:3
Pb 2.2889 0.1443 -0.1210
O -1.4286 1.8642 -0.0680
O 0.6096 -0.8051 0.5180
C -0.4892 -1.5201 0.1131
C -1.5259 0.6975 -0.1258
C -1.6573 -0.6046 -0.2492
H -0.2848 -2.1577 -0.7744
H -0.8473 -2.2105 0.9065
H -2.6442 -0.9922 -0.5094
```

Calculated values
Net charge: -1
HOMO-LUMO gap (spin up / spin down) in eV: 4.58 / 4.53
Highest occupied orbital energy (spin up / spin down) in eV: -0.87 / -0.83

The net atomic charges from Mulliken, expressed in e, are:
1 Pb -0.433
2 O -0.376
3 O -0.613
4 C -0.212
5 C 0.510
6 C -0.620
7 H 0.231
8 H 0.198
9 H 0.316

One value per record, in order, for relative energy (zero: lowest compared OMol25 entry of this formula, charge and spin): 229.6, 324.2, 101.5, 0.0, 56.7, 0.0 kJ/mol.
One value per record, in order, for E: -28536.2980, -11004.3923, -69637.3222, -36086.6664, -28634.6625, -12500.1566 eV.
One value per record, in order, for max |F|: 2.74, 1.97, 1.23, 8.01, 3.26, 3.05 eV/A.